w) Computed, not measured: the molecule C5H6O2, with the ωB97M-V functional and the def2-TZVPD basis.

Output
- SMILES: C#C[C@@H](C)OC=O
- Lowest unoccupied orbital energy: 0.99 eV
- HOMO level: -10.36 eV

ORCA input file:
```
! RIJCOSX wB97M-V def2-TZVPD def2/J DEFGRID3
* xyz 0 1
C -1.31 2.61 0.11
C -0.74 1.55 0.14
C -0.06 0.24 0.29
C -0.70 -0.98 -0.40
O 1.25 0.22 -0.35
C 1.92 -0.91 0.00
O 1.93 -1.42 1.09
H -1.81 3.56 0.06
H 0.09 0.07 1.36
H -1.49 -1.48 0.15
H 0.10 -1.73 -0.47
H -1.01 -0.69 -1.41
H 2.42 -1.34 -0.88
*
```

***

x) Computed, not measured: a cluster of 2 separate species, C5H6O2 in total, with the ωB97M-V functional and the def2-TZVPD basis.

Output
- Lowest unoccupied orbital energy (alpha / beta): 0.00 / 0.37 eV
- HOMO level (alpha / beta): -6.92 / -7.73 eV

ORCA input file:
```
! RIJCOSX wB97M-V def2-TZVPD def2/J DEFGRID3
* xyz 0 1
C -2.09 1.11 -0.20
C -1.76 -0.06 0.48
C -1.24 -1.20 0.05
C 1.02 0.09 -0.14
C 2.46 -0.33 -0.01
O -1.15 -2.33 -0.17
O 0.73 1.19 -0.48
H -2.66 1.99 0.18
H -1.94 1.04 -1.28
H -1.89 -0.25 1.54
H 2.90 0.38 0.57
H 2.98 -0.21 -0.94
H 2.63 -1.42 0.41
*
```

***

The winner here is w), beating the second structure by 48.0 kcal/mol.

***

w) Computed, not measured: the molecule C5H7N, with the ωB97M-V functional and the def2-TZVPD basis.

Output
- SMILES: Cc1cc[nH]c1
- Lowest unoccupied orbital energy: 1.09 eV
- HOMO level: -8.06 eV

ORCA input file:
```
! RIJCOSX wB97M-V def2-TZVPD def2/J DEFGRID3
* xyz 0 1
C -1.61 -0.47 0.95
C -0.34 -0.19 0.21
C 0.97 -0.62 0.55
C 1.85 -0.02 -0.36
N 1.04 0.66 -1.26
C -0.25 0.62 -0.90
H -1.43 -0.59 2.02
H -2.31 0.37 0.82
H -2.10 -1.37 0.57
H 1.17 -1.33 1.35
H 2.54 0.85 -0.37
H 1.44 0.83 -2.17
H -0.96 1.25 -1.40
*
```

***

x) Computed, not measured: the molecule C5H7N, with the ωB97M-V functional and the def2-TZVPD basis.

Output
- Lowest unoccupied orbital energy: 0.92 eV
- HOMO level: -6.58 eV

ORCA input file:
```
! RIJCOSX wB97M-V def2-TZVPD def2/J DEFGRID3
* xyz 0 1
C -0.82 -0.04 -1.67
C -0.24 -0.06 -0.28
C 1.26 1.16 1.21
N 0.51 0.99 0.13
C -0.34 -1.16 0.58
C -0.43 -2.09 1.35
H -1.68 -0.72 -1.71
H -0.11 -0.37 -2.44
H -1.18 0.96 -1.95
H 1.72 2.12 1.37
H 1.36 0.34 1.90
H 0.48 1.78 -0.51
H -0.54 -2.91 2.03
*
```

***

y) Computed, not measured: the molecule C5H7N, with the ωB97M-V functional and the def2-TZVPD basis.

Output
- SMILES: C#C[C@@H]1N[C@@H]1C
- Lowest unoccupied orbital energy: 1.11 eV
- HOMO level: -8.74 eV

ORCA input file:
```
! RIJCOSX wB97M-V def2-TZVPD def2/J DEFGRID3
* xyz 0 1
C 2.45 -0.60 0.03
C 1.57 0.17 -0.26
C 0.49 1.01 -0.64
N -0.53 1.53 0.22
C -0.96 0.33 -0.41
C -1.23 -0.93 0.39
H 3.27 -1.18 0.37
H 0.75 1.71 -1.45
H -0.36 1.45 1.21
H -1.57 0.43 -1.29
H -0.76 -0.95 1.36
H -2.28 -1.17 0.59
H -0.85 -1.81 -0.11
*
```

***

z) Computed, not measured: the molecule C5H7N, with the ωB97M-V functional and the def2-TZVPD basis.

Output
- SMILES: Cc1cc[nH]c1
- Lowest unoccupied orbital energy: 1.09 eV
- HOMO level: -8.11 eV

ORCA input file:
```
! RIJCOSX wB97M-V def2-TZVPD def2/J DEFGRID3
* xyz 0 1
C 1.95 0.01 0.02
C 0.45 0.01 -0.01
C -0.42 1.10 0.27
C -1.71 0.65 0.16
N -1.66 -0.67 -0.17
C -0.35 -1.07 -0.28
H 2.34 -0.30 0.99
H 2.37 -0.67 -0.73
H 2.35 1.01 -0.19
H -0.11 2.11 0.51
H -2.65 1.16 0.29
H -2.46 -1.26 -0.31
H -0.10 -2.09 -0.54
*
```

***

The winner here is z), beating the second structure by 40.2 kcal/mol.

***

w) Computed, not measured: the molecule C5H7N, with the ωB97M-V functional and the def2-TZVPD basis.

Output
- Lowest unoccupied orbital energy: 1.08 eV
- HOMO level: -7.82 eV

ORCA input file:
```
! RIJCOSX wB97M-V def2-TZVPD def2/J DEFGRID3
* xyz 0 1
C 1.15 0.68 -0.50
C 0.02 1.15 0.41
C -1.27 -0.92 -0.52
C -1.19 0.09 0.35
C 3.02 -0.58 0.33
N 2.09 -0.06 -0.18
H 1.18 0.85 -1.50
H 0.42 1.17 1.37
H -0.34 2.18 0.17
H -0.58 -1.12 -1.21
H -2.10 -1.63 -0.48
H -2.14 0.39 0.77
H 3.08 -1.69 0.44
*
```

***

x) Computed, not measured: the molecule C5H7N, with the ωB97M-V functional and the def2-TZVPD basis.

Output
- SMILES: C=CC=C=NC
- Lowest unoccupied orbital energy: 0.34 eV
- HOMO level: -7.46 eV

ORCA input file:
```
! RIJCOSX wB97M-V def2-TZVPD def2/J DEFGRID3
* xyz 0 1
C -1.20 -0.93 -2.25
C -0.52 -0.55 -1.16
C -0.87 0.61 -0.38
C -0.13 1.01 0.61
N 0.54 1.37 1.51
C 1.45 0.35 2.03
H -0.89 -1.81 -2.80
H -2.06 -0.38 -2.62
H 0.34 -1.13 -0.84
H -1.75 1.19 -0.64
H 2.20 0.06 1.28
H 0.90 -0.54 2.37
H 1.99 0.76 2.90
*
```

***

The winner here is x), beating the second structure by 20.3 kcal/mol.

***

w) Computed, not measured: a cluster of 2 separate species, C5H7N in total, with the ωB97M-V functional and the def2-TZVPD basis.

Output
- Lowest unoccupied orbital energy (alpha / beta): 0.43 / 0.27 eV
- HOMO level (alpha / beta): -6.87 / -6.95 eV

ORCA input file:
```
! RIJCOSX wB97M-V def2-TZVPD def2/J DEFGRID3
* xyz 0 1
C 1.94 0.14 -0.22
C 0.64 0.23 -0.57
C -0.20 -0.91 -0.85
N -1.16 -0.78 0.12
C -1.37 0.63 0.36
C -0.29 1.28 -0.09
H -0.55 -0.80 1.57
H 2.47 -0.79 -0.37
H 2.46 0.97 0.25
H 0.16 -1.90 -1.10
H -1.95 -1.42 0.16
H -2.23 0.92 0.93
H -0.06 2.32 0.07
*
```

***

x) Computed, not measured: the molecule C5H7N, with the ωB97M-V functional and the def2-TZVPD basis.

Output
- Lowest unoccupied orbital energy: 0.93 eV
- HOMO level: -11.00 eV

ORCA input file:
```
! RIJCOSX wB97M-V def2-TZVPD def2/J DEFGRID3
* xyz 0 1
N -2.05 -0.35 -0.09
C -2.93 0.23 -0.61
C -0.63 -0.40 -0.35
C 0.15 0.93 -0.47
C 1.32 0.19 0.23
C 0.28 -0.81 0.79
H -0.49 -1.00 -1.25
H 0.31 1.35 -1.47
H -0.27 1.71 0.17
H 1.98 -0.29 -0.50
H 1.92 0.75 0.95
H -0.15 -0.44 1.73
H 0.51 -1.87 0.87
*
```

***

The winner here is x), beating the second structure by 75.4 kcal/mol.